{
  "formula": "C2H4N2O4",
  "method": "ωB97M-V/def2-TZVPD",
  "elements": ["O", "O", "O", "O", "N", "N", "C", "C", "H", "H", "H", "H"],
  "xyz": [[0.3178, -1.3949, 0.1099], [2.7779, -0.2094, 0.1294], [-1.9940, -0.9266, -0.4279], [-0.3349, 1.9352, -0.0016], [0.4155, -0.0916, -0.4621], [-1.7626, 0.2288, 0.3543], [-0.5990, 0.8018, -0.0120], [1.7477, 0.4329, -0.3821], [1.2970, -1.3925, 1.0674], [1.7681, 1.4486, -0.5865], [-0.9992, -1.6981, -0.1773], [-2.6342, 0.8658, 0.3885]],
  "mulliken_charge": [-0.580, -0.542, -0.584, -0.545, 0.084, -0.157, 0.570, 0.077, 0.447, 0.426, 0.477, 0.328],
  "mol_weight_da": 120.06,
  "orbital_gap_ev": 8.69,
  "de_lowest_ev": 6.0387,
  "e_tot_ev": -13302.322
}